Record 1
A cluster of 6 separate species, C18H33Cl3N6 in total in a non-equilibrium geometry. Source: the OMol25 dataset; level of theory: ωB97M-V/def2-TZVPD.

Geometry (Å):
H1 3.991512 -2.986360 -1.549247
H2 3.286193 -6.690724 3.199349
N1 3.207584 -4.159124 -0.011434
H3 0.358467 3.291468 -3.493762
H4 -1.091517 3.386341 3.764139
H5 5.416325 -7.672779 1.168302
H6 0.404016 4.176159 4.339498
H7 -1.232523 2.788449 -4.270727
H8 -3.980790 -2.143414 -1.139654
C1 2.076835 -5.971062 0.624280
C2 2.014785 -4.856970 -0.154940
H9 -2.567518 0.905707 -3.205295
N2 -3.643569 4.834460 0.802607
H10 -5.619878 5.092122 1.379864
H11 5.449580 -8.116753 2.854743
C3 -0.103185 3.744872 3.476461
H12 1.239513 -4.443363 -0.782849
H13 3.207517 -7.935401 2.005029
C4 -2.600685 5.295768 1.617587
C5 5.190339 -7.308796 2.170573
C6 3.719365 -7.004669 2.249664
C7 -0.661745 2.934219 -3.353632
H14 -4.051820 -0.483603 -1.232618
H15 -1.589608 -2.326114 -1.098137
H16 4.366677 -2.542614 0.067997
H17 -2.135802 -1.853522 -2.648069
C8 -3.199098 3.710592 0.151877
H18 -1.111853 2.707779 0.321821
N3 -0.621210 1.693442 -2.618784
Cl1 2.477722 2.758512 -5.522663
H19 -0.181410 5.765283 2.636720
Cl2 1.683079 4.679489 -1.216757
H20 -4.853605 6.560920 0.532009
H21 1.326620 1.746161 -1.574419
C9 0.398115 1.229870 -1.768624
H22 2.661580 -2.258586 -0.466285
C10 -3.382898 -1.269344 -0.881540
H23 5.715348 -6.423810 2.530113
C11 -2.056078 -1.492286 -1.622770
N4 -1.382640 -0.236121 -1.756898
H24 0.265716 -0.604522 -0.521925
H25 0.514226 2.850621 3.391509
H26 -5.343248 4.995787 -0.257829
H27 -3.761452 3.167013 -0.592890
H28 -2.670924 6.274710 2.068306
C12 -0.194380 4.727651 2.303184
H29 -3.317500 -1.270151 0.206494
C13 -1.861978 3.431908 0.603531
C14 4.008695 -4.881951 0.846505
C15 -4.930891 5.477955 0.628502
H30 4.962746 -4.654785 1.298805
H31 1.300760 -6.713481 0.737973
Cl3 -4.279313 3.234391 -3.455394
C16 -0.177244 0.093752 -1.216624
N5 3.342171 -6.031512 1.256811
C17 3.545574 -2.889456 -0.559370
C18 -1.694591 0.797582 -2.578630
N6 -1.464307 4.505535 1.436235
H32 0.667870 4.587279 1.651324
H33 -1.035669 3.775476 -2.770048

Forces on atoms 1 to 6 (eV/Å):
-0.6089 0.1114 -0.2072
0.5575 0.1065 0.2115
0.7729 -3.4039 2.2942
0.1180 -0.4825 -0.4145
-0.0305 0.2236 0.2506
0.3506 0.4724 0.0142

Output
spin multiplicity = 2
net charge = +1
HOMO (spin up / spin down) = -8.81 / -8.81 eV

---

Record 2
The molecule C5H7NO in a non-equilibrium geometry. Source: the OMol25 dataset; level of theory: ωB97M-V/def2-TZVPD.

Geometry (Å):
H1 -0.710655 0.134579 1.425354
C1 -1.002481 -0.391835 0.509221
C2 0.683465 1.063832 -0.509620
H2 0.893443 -1.594945 0.368332
C3 -0.117513 -1.517891 -0.027623
O1 0.432139 1.702678 1.751570
H3 -2.069229 -0.606340 0.456980
C4 -0.378181 -0.655110 -1.242889
H4 2.138966 2.081024 0.703713
H5 -0.583568 -2.503052 -0.114597
N1 -0.641637 0.611667 -0.674079
C5 1.119977 1.642737 0.723680
H6 -1.100438 -1.010646 -1.991087
H7 1.335716 1.043297 -1.378951

Forces on atoms 1 to 6 (eV/Å):
-0.3059 -0.4757 -0.0019
-0.1624 1.2091 1.3455
-0.6351 0.9560 0.7644
-0.0852 0.2154 -0.0421
-0.6767 0.1954 -0.6532
0.3858 0.1719 -0.4041

Output
energy above the lowest of the compared OMol25 structures with the same formula, charge and spin = 128.3 kcal/mol
HOMO (spin up / spin down) = -8.03 / -8.35 eV

---

Record 3
A cluster of 2 separate species, C2H3BrO in total in a non-equilibrium geometry. Source: the OMol25 dataset; level of theory: ωB97M-V/def2-TZVPD.

Geometry (Å):
Br1 2.648336 0.035919 1.216317
O1 0.541589 -1.793883 1.062947
H1 -0.585245 0.845093 -1.692244
H2 -1.611303 -0.244295 -0.761223
C1 -1.094124 0.707538 -0.710769
C2 0.995949 -0.772373 0.685826
H3 -0.895202 1.222001 0.199147

Forces on atoms 1 to 6 (eV/Å):
0.7022 0.3821 0.1903
0.9737 2.0423 -0.7559
-0.1982 0.6550 1.1973
-0.2887 0.2154 0.6651
0.7448 -1.3919 -1.9004
-1.9378 -2.3287 0.3835

Output
energy above the lowest of the compared OMol25 structures with the same formula, charge and spin = 83.6 kcal/mol
HOMO (spin up / spin down) = -9.16 / -9.08 eV

---

Record 4
A structure of composition C46H67KN4O3. Source: the OMol25 dataset; level of theory: ωB97M-V/def2-TZVPD.

Geometry (Å):
N1 2.468830 -0.534934 0.099670
C1 -3.062899 -7.173079 -1.128771
C2 -2.279056 -1.978761 6.718964
C3 0.964338 0.932355 -4.655964
H1 -1.350987 -3.077335 2.195476
H2 -3.452654 3.520512 0.542341
H3 -3.232647 -5.995661 1.368967
H4 0.118140 -1.648312 -7.424556
H5 -3.520582 -8.130323 -0.858550
C4 0.056629 -1.195633 -5.323569
C5 0.963172 0.275700 -6.984092
C6 0.352758 -0.276748 -4.330778
C7 -1.667284 3.158685 3.519265
C8 -4.172909 -6.082862 0.824942
C9 -1.616602 -1.835837 4.281853
N2 -1.946703 3.029120 -0.850009
H6 3.488518 -1.302386 -1.549248
H7 1.601384 2.877721 -4.030572
H8 -1.478504 -0.636257 8.244240
H9 -3.600362 -3.276988 5.565252
H10 1.076958 -2.114331 2.779419
C10 1.255279 -2.034486 1.701885
C11 -2.032567 -4.358502 -0.501079
H11 -3.993380 -3.201483 7.287972
H12 0.057645 -0.506131 -3.314637
H13 3.098573 -0.982625 2.066479
H14 2.842015 -2.522288 -0.454819
H15 0.312516 2.536896 1.336461
H16 1.651679 0.043472 1.903503
H17 -0.020433 3.303816 0.067041
C12 -3.289520 -2.467225 -2.138587
H18 -4.681463 4.782742 -1.504051
H19 -3.230665 -2.295813 -4.899255
H20 -1.407673 4.221562 3.533851
H21 -0.430863 -2.122106 -5.044134
H22 -2.904915 -7.156147 -2.208985
H23 -4.685635 -3.156618 -4.388329
H24 -2.724277 3.064274 3.784276
H25 -0.965428 4.015184 5.926618
C13 -3.863208 -3.702486 -1.844580
O1 -0.408150 0.798177 2.131190
N3 0.253765 2.127781 -2.572848
H26 -1.532414 2.798110 2.507715
C14 -1.533624 0.170617 5.529568
H27 -2.759406 -1.718794 8.803621
C15 -1.996980 -2.164743 -1.600985
C16 -3.646656 -2.615888 6.429749
C17 -1.189732 -1.192739 3.136036
H28 -1.524484 -5.066836 0.149491
H29 0.871667 3.743746 4.321395
H30 -5.757511 -7.117872 -1.085412
C18 -5.508541 -1.324425 -2.484389
H31 -3.023617 4.440823 -3.657087
H32 1.248617 2.232969 5.170918
C19 -0.867698 0.212189 3.175513
H33 -6.067819 -2.257553 -2.399451
C20 -3.951375 -6.000286 -0.693417
C21 3.311710 -1.541838 -0.498235
H34 -3.157158 -0.308468 7.816942
H35 -1.144879 -3.770872 6.201110
C22 -2.888589 4.088343 -2.643698
H36 -6.001001 -5.368310 -1.082690
H37 1.192325 0.505020 -8.018730
H38 2.398331 1.548036 0.342532
H39 0.629784 -2.499003 -0.892627
C23 -1.273857 -3.093944 7.045184
C24 -0.684928 2.907246 -2.962293
C25 -4.093923 -1.526337 -3.054788
C26 0.687048 2.666024 4.336502
H40 3.271473 0.984272 -1.080355
C27 -3.108710 3.597984 -0.481463
C28 -1.174121 2.941927 5.916025
C29 0.360816 -0.926214 -6.653372
C30 -1.802375 -1.191494 5.503456
N4 -0.015437 -1.953634 0.999749
C31 -5.310754 -6.161714 -1.373068
H41 -2.535342 -0.136644 -3.725564
C32 1.308473 1.923930 -3.566102
H42 -4.389212 -1.845466 6.214584
H43 0.350167 -3.869600 0.200823
H44 -6.076092 -0.651920 -3.134494
C33 -0.054652 -2.894138 -0.136722
O2 0.670053 3.225224 0.750786
H45 1.775908 -2.963139 1.418817
H46 -2.232193 2.807361 6.153261
K1 -0.625648 0.510956 -0.234562
H47 -3.414607 0.434564 -2.326105
H48 -4.206068 0.433447 -3.899287
H49 -1.680892 0.712244 6.456006
C34 3.071381 0.773728 -0.027910
C35 -0.812855 2.385693 4.535733
H50 -4.831456 -3.910764 -2.285795
H51 -5.459289 -0.871638 -1.493134
C36 -1.083871 0.884124 4.427729
H52 -1.833526 -2.897756 4.198702
H53 -4.814796 -1.542051 -5.107163
H54 -2.083108 -7.121637 -0.653876
C37 -1.399905 -3.163345 -0.756834
C38 1.261215 1.197290 -5.986595
H55 1.071642 2.239794 3.417931
H56 -0.666887 3.327851 -3.983176
H57 4.031934 0.842603 0.522002
C39 2.159589 -0.826409 1.491685
H58 -2.059578 -1.791449 1.245184
C40 -4.214053 -2.172974 -4.443853
C41 -3.738371 4.255988 -1.539861
H59 -0.582843 2.479652 6.710089
H60 -0.294690 -2.670270 7.276440
H61 -5.221808 -6.144220 -2.461434
C42 -3.282854 -4.673138 -1.039610
H62 1.720410 2.146156 -6.246555
C43 -2.423797 -1.103525 7.963769
C44 -3.512593 -0.122431 -3.256232
C45 -1.189101 -2.031479 1.865212
H63 -1.609515 -3.682864 7.905787
H64 4.298333 -1.610014 0.006281
O3 -1.374739 -1.067628 -1.787659
C46 -1.812641 3.326038 -2.174317
H65 -4.819276 -5.271327 1.163172
H66 -4.639499 -7.034849 1.102186
H67 2.198060 1.561219 -3.040003

Forces on atoms 1 to 6 (eV/Å):
-0.0949 -0.1467 -0.0247
0.0271 -0.0329 -0.0029
-0.0021 -0.0565 0.0024
-0.0166 -0.0034 0.1824
-0.0467 0.0453 -0.0661
-0.0100 0.0007 0.0177

Output
net charge = -2
energy above the lowest of the compared OMol25 structures with the same formula, charge and spin = 3.0 kcal/mol
HOMO = -1.82 eV

---

Record 5
A cluster of 2 separate species, C3H5NOS in total in a non-equilibrium geometry. Source: the OMol25 dataset; level of theory: ωB97M-V/def2-TZVPD.

Geometry (Å):
S1 -2.717104 -0.031050 -0.346633
H1 -1.032631 0.172753 1.984012
H2 -3.348787 -1.213185 -0.172371
H3 2.146592 -0.585739 -0.134585
C1 0.809132 1.195361 -0.376421
O1 0.104392 -0.768064 0.553633
H4 0.815660 -0.936299 -1.229669
C2 1.069840 -0.254496 -0.408240
H5 1.468792 1.791428 -0.998043
N1 -0.048773 1.511607 0.538462
C3 -0.537587 0.304827 1.054735

Forces on atoms 1 to 6 (eV/Å):
-0.8139 -0.3973 -0.4931
-0.5167 0.1623 0.3856
0.0708 0.1458 -0.0965
-1.4223 0.6883 0.0311
1.2833 -0.8707 -1.1549
0.0633 0.1159 0.4196

Output
spin multiplicity = 3
energy above the lowest of the compared OMol25 structures with the same formula, charge and spin = 2.6 kcal/mol
HOMO (spin up / spin down) = -6.69 / -9.51 eV

---

Record 6
A structure of composition C2H4OS in a non-equilibrium geometry. Source: the OMol25 dataset; level of theory: ωB97M-V/def2-TZVPD.

Geometry (Å):
C1 0.005006 -0.279846 0.321656
H1 -0.287281 -1.210554 -0.134406
O1 -2.753709 -0.311552 -0.177442
C2 -1.312862 0.648624 0.000619
S1 1.821754 0.078446 -0.028419
H2 2.351106 -0.970051 -1.226927
H3 -0.216791 -0.833602 1.349451
H4 -1.118301 2.038808 -0.047526

Forces on atoms 1 to 6 (eV/Å):
-2.2547 -0.8662 0.7945
0.0543 -0.2723 -1.2602
7.9453 5.7044 0.9917
-3.2596 -2.6180 -0.2534
-0.2420 -1.7064 -1.8012
-1.8818 2.2811 2.7024

Output
energy above the lowest of the compared OMol25 structures with the same formula, charge and spin = 193.2 kcal/mol
HOMO = -9.95 eV